Entry 1:
C6H9NS | ωB97M-V/def2-TZVPD

```
! RIJCOSX wB97M-V def2-TZVPD def2/J DEFGRID3
* xyz 0 1
C 1.72843 -0.09545 0.20909
C 1.15221 -0.59066 -0.85422
C -0.27711 -0.83950 -1.24432
N -1.16801 0.10868 -1.97045
C -1.44712 -0.21964 -0.51643
C -1.47121 0.57082 0.75261
S -0.17988 1.82820 0.91935
C 1.19640 0.67701 1.43788
H 2.80191 -0.37963 0.32306
H 1.89668 -1.01750 -1.58669
H -0.35279 -1.98648 -1.41293
H -0.49873 0.99676 -1.99017
H -2.24496 -1.09123 -0.48732
H -2.46389 0.97970 0.87002
H -1.43460 -0.15202 1.50600
H 0.71193 -0.03862 2.11889
H 2.05074 1.24955 1.92563
*
```

F_max (eV/A): 3.90
HOMO (Eh): -0.327
Energy relative to the best compared isomer or geometry (same formula, charge and spin) (eV): 2.7842
LUMO energy (eV): 0.81

Entry 2:
C6H9NS | ωB97M-V/def2-TZVPD

```
! RIJCOSX wB97M-V def2-TZVPD def2/J DEFGRID3
* xyz 0 1
C 0.04762 -0.19917 1.33350
C -0.82848 0.54587 0.26503
C -1.11182 -0.87042 -0.28049
C 0.38277 -1.06814 0.08368
C 0.57638 0.41048 -1.93315
C 0.26904 1.07414 -0.63980
H 0.77492 0.82672 3.32588
H -0.58561 -0.74538 2.04146
H -1.62589 1.25698 0.53525
H -1.74252 -1.46177 0.39044
H -1.45113 -1.01130 -1.28283
H 0.85541 -2.03993 0.16493
H 1.30342 0.90324 -2.62167
H -0.20375 -0.16354 -2.45874
H 0.72637 2.01870 -0.38573
N 1.18373 -0.09705 -0.70386
S 1.42954 0.62056 2.16610
*
```

F_max (eV/A): 1.07
HOMO (Eh): -0.328
Energy relative to the best compared isomer or geometry (same formula, charge and spin) (eV): 2.4918
LUMO energy (eV): 0.90

Entry 3:
C6H9NS | ωB97M-V/def2-TZVPD

```
! RIJCOSX wB97M-V def2-TZVPD def2/J DEFGRID3
* xyz 0 1
S 2.59147 -0.00435 0.22314
C 0.79786 -0.00372 0.11908
C 0.09924 -1.17683 -0.58740
C -1.32034 -0.73661 -0.25916
C -1.32873 0.74970 -0.21274
C 0.08390 1.20447 -0.51136
N -1.32928 -0.03948 1.03778
C 0.07589 -0.04802 1.48633
H 2.83001 0.02157 -1.07559
H 0.30372 -1.21638 -1.65018
H 0.37229 -2.11698 -0.13307
H -2.20177 -1.34189 -0.50242
H -2.19210 1.35324 -0.46095
H 0.36132 2.16430 -0.03055
H 0.26820 1.29361 -1.56692
H 0.30676 -0.93474 2.04499
H 0.28157 0.83208 2.07902
*
```

F_max (eV/A): 0.96
HOMO (Eh): -0.337
Energy relative to the best compared isomer or geometry (same formula, charge and spin) (eV): 0.8306
LUMO energy (eV): 0.80

Entry 4:
C6H9NSi | ωB97M-V/def2-TZVPD

```
! RIJCOSX wB97M-V def2-TZVPD def2/J DEFGRID3
* xyz 0 1
C -1.16954 -0.15881 -1.67913
Si 0.03485 -0.21209 -0.24531
C 0.99122 1.33354 -0.65505
C 1.21862 -1.76382 -0.43879
C -0.61857 -0.20534 1.46644
C -0.92324 0.30821 2.51874
C -1.35387 0.89955 3.62681
N -1.79145 1.48099 4.56921
H -0.68518 -0.65718 -2.49689
H -2.15092 -0.63149 -1.35904
H -1.39768 0.87135 -1.90893
H 1.81870 1.22641 -1.34089
H 0.33445 2.09117 -1.05522
H 1.31335 1.66138 0.37044
H 2.11747 -1.70028 0.21174
H 1.57796 -1.88379 -1.44382
H 0.68382 -2.65981 -0.14031
*
```

F_max (eV/A): 6.83
HOMO (Eh): -0.382
Energy relative to the best compared isomer or geometry (same formula, charge and spin) (eV): 0.0000
LUMO energy (eV): -0.17

Entry 5:
C6H9NiO4 | ωB97M-V/def2-TZVPD

```
! RIJCOSX wB97M-V def2-TZVPD def2/J DEFGRID3
* xyz 0 4
O -0.98931 -3.20406 -1.22906
C -0.84292 -2.11549 -0.60521
O -1.65145 -1.16171 -0.77214
O 0.19646 -2.03930 0.20967
C 0.59170 -0.79458 0.79489
Ni -2.57624 -2.32418 -1.95862
H -0.25963 -0.10731 0.70701
H 0.79953 -1.11317 1.82356
C 3.19585 -0.94257 1.98444
C 2.85859 0.04977 1.14954
H 2.58189 -1.77552 2.33266
H 4.15918 -0.92050 2.49956
H 3.37467 1.01401 1.22579
C 1.80893 -0.05921 0.09114
C 1.51923 1.32732 -0.48099
O 0.69752 1.21896 -1.62640
H 2.14919 -0.71744 -0.72276
H 2.47604 1.80833 -0.74573
H 1.03199 1.94717 0.29159
H 0.46542 2.09926 -1.93102
*
```

F_max (eV/A): 2.34
HOMO (alpha / beta) (Eh): -0.254 / -0.355
Energy relative to the best compared isomer or geometry (same formula, charge and spin) (eV): 0.6216
LUMO energy (alpha / beta) (eV): 0.70 / -1.18

Entry 6:
C6H9O2 | ωB97M-V/def2-TZVPD

```
! RIJCOSX wB97M-V def2-TZVPD def2/J DEFGRID3
* xyz 1 1
C 2.74759 -0.91211 0.13531
C 0.96584 0.20816 1.19476
C 1.88898 0.07770 -0.00252
C -0.86428 -0.88563 0.04468
C -2.18847 -0.75797 -0.48053
C 1.86675 1.05741 -1.31290
O -0.39465 0.15441 0.62708
O 3.40927 -1.82537 0.31392
H 1.18180 1.23746 1.64454
H 1.15882 -0.55867 1.99264
H -2.16250 -0.93912 -1.65271
H -0.33741 -1.86818 0.05635
H -2.71445 0.17246 -0.30347
H -2.67111 -1.76859 -0.15690
H 1.45571 2.07788 -1.20046
H 1.16482 0.52617 -1.85650
H 2.82156 0.82197 -1.75188
*
```

F_max (eV/A): 3.83
HOMO (Eh): -0.477
Energy relative to the best compared isomer or geometry (same formula, charge and spin) (eV): 2.1055
LUMO energy (eV): -5.62

Entry 7:
C6H9P | ωB97M-V/def2-TZVPD

```
! RIJCOSX wB97M-V def2-TZVPD def2/J DEFGRID3
* xyz 0 1
C -0.34920 0.45466 -0.24089
C 0.51272 -0.44690 0.48335
C -0.80950 1.68414 0.07671
C 0.93293 -1.63498 0.00427
C -1.83859 2.31326 -0.85877
C 1.73866 -2.65449 0.78833
P -0.56542 2.86997 1.33249
H -0.76283 0.22269 -1.26956
H 0.89709 0.06134 1.44400
H 0.65537 -2.06349 -1.05975
H -2.21998 1.51771 -1.59317
H -1.50460 3.18002 -1.58692
H -2.54858 2.86961 -0.22506
H 1.29268 -3.53401 0.58180
H 1.82851 -2.23516 1.83562
H 2.74073 -2.60436 0.28757
*
```

F_max (eV/A): 5.70
HOMO (alpha / beta) (Eh): -0.270 / -0.289
Energy relative to the best compared isomer or geometry (same formula, charge and spin) (eV): 3.5835
LUMO energy (alpha / beta) (eV): -0.78 / -1.25

Entry 8:
C6HBiF5I2S | ωB97M-V/def2-TZVPD

```
! RIJCOSX wB97M-V def2-TZVPD def2/J DEFGRID3
* xyz 1 1
Bi 2.29167 0.44238 -1.39903
F -3.61731 1.66086 1.18713
C -2.47729 0.99457 0.94593
C -1.52846 1.53306 0.09183
F -1.76823 2.72262 -0.48472
C -0.33241 0.86152 -0.17766
F 0.49329 1.51490 -1.03137
C -0.08295 -0.39964 0.43626
S 1.35907 -1.36366 0.20363
C -1.06940 -0.92267 1.30221
F -0.91561 -2.10648 1.92355
C -2.25007 -0.22808 1.54930
F -3.17511 -0.74226 2.37552
I 4.68787 -1.07291 -1.83737
I 6.90268 -2.47401 -2.24312
H 1.48224 -0.42018 -2.84208
*
```

F_max (eV/A): 4.51
HOMO (Eh): -0.459
LUMO energy (eV): -6.87

| no. | calculated total energy (eV) |
| --- | --- |
| 1 | -18690.4263 |
| 2 | -18690.7186 |
| 3 | -18692.3798 |
| 4 | -15733.8947 |
| 5 | -55597.4294 |
| 6 | -10452.6051 |
| 7 | -15652.1632 |
| 8 | -52691.5333 |